(1)
Molecular formula: C7H11NS
Method: DFT, the ωB97M-V functional and the def2-TZVPD basis

Structure (XYZ):
```
20
Properties=species:S:1:pos:R:3
C -1.456 -2.389 0.688
C -1.181 -1.393 0.099
C 1.510 0.153 0.140
C 2.595 1.037 0.644
C 1.763 -0.395 -1.302
C -2.175 1.051 0.524
C -0.849 0.038 -0.194
N 0.314 0.348 0.552
S -3.770 0.608 -0.349
H -1.571 -3.395 0.899
H 2.154 1.476 1.452
H 3.437 0.417 0.749
H 2.853 1.723 -0.108
H 1.639 0.470 -2.049
H 1.143 -1.266 -1.561
H 2.787 -0.861 -1.205
H -1.809 2.041 0.457
H -2.347 0.733 1.485
H -0.952 0.076 -1.346
H -4.085 -0.471 0.424
```

Properties
Multiplicity: 1
LUMO in Ha: 0.027
Gap between HOMO and LUMO in eV: 9.47
Structure (SMILES): C#C[C@@H](CS)N=C(C)C
Calculated total energy in Ha: -726.10217
Energy relative to the best compared isomer or geometry (same formula, charge and spin) in eV: 4.364
Highest occupied orbital energy in eV: -8.725

(2)
Molecular formula: C21H39MoN2O2P3
Method: DFT, the ωB97M-V functional and the def2-TZVPD basis

Structure (XYZ):
```
68
Properties=species:S:1:pos:R:3
P -2.069 0.690 -1.811
C -2.733 2.366 -1.769
H -3.682 2.376 -2.339
H -2.046 3.085 -2.242
H -2.938 2.703 -0.740
C -1.760 0.528 -3.600
H -1.661 -0.514 -3.923
H -0.831 1.051 -3.863
H -2.601 0.990 -4.144
C -3.573 -0.277 -1.468
H -4.333 -0.017 -2.217
H -3.952 -0.031 -0.465
H -3.393 -1.359 -1.501
P -0.692 -1.359 2.192
C -1.144 -0.421 3.660
H -1.258 -1.109 4.518
H -2.095 0.104 3.500
H -0.371 0.321 3.902
C -2.091 -2.535 2.139
H -1.890 -3.413 1.509
H -2.977 -2.032 1.724
H -2.323 -2.890 3.156
C 0.731 -2.318 2.812
H 0.424 -2.934 3.665
H 1.531 -1.633 3.131
H 1.159 -2.978 2.043
P 2.755 0.259 -0.618
C 3.668 1.633 0.109
H 4.695 1.630 -0.307
H 3.727 1.533 1.203
H 3.210 2.606 -0.126
C 3.884 -1.103 -0.184
H 4.921 -0.764 -0.362
H 3.708 -2.006 -0.779
H 3.767 -1.367 0.877
C 3.039 0.551 -2.392
H 4.112 0.432 -2.592
H 2.730 1.571 -2.662
H 2.473 -0.146 -3.022
Mo 0.046 -0.840 -0.613
C -1.553 0.811 0.728
O -2.211 1.515 1.379
C 1.129 0.553 1.387
O 1.448 1.095 2.387
C 1.249 -2.794 -0.670
C 1.342 -2.092 -1.861
C 0.194 -1.743 -2.547
C -1.045 -2.127 -2.052
C -1.126 -2.814 -0.860
C 0.018 -3.155 -0.167
H 2.141 -3.255 -0.257
H 2.290 -2.073 -2.378
H 0.268 -1.394 -3.572
H -1.893 -2.132 -2.716
H -2.067 -3.287 -0.583
H -0.041 -3.903 0.609
C 0.593 5.698 0.439
N 0.533 4.383 -0.177
C 0.754 4.080 -1.511
C 0.596 2.716 -1.656
N 0.307 2.227 -0.419
C 0.250 3.224 0.468
H 1.575 6.167 0.252
H -0.171 6.369 0.007
H 0.432 5.608 1.516
H 1.003 4.857 -2.224
H 0.654 2.132 -2.555
H 0.015 3.192 1.509
```

Properties
Net charge: +4
Multiplicity: 3
⟨S²⟩: 2.094
LUMO (alpha / beta) in Ha: -0.561 / -0.557
Gap between HOMO and LUMO (alpha / beta) in eV: 5.20 / 5.33
Calculated total energy in Ha: -2174.12439
Energy relative to the best compared isomer or geometry (same formula, charge and spin) in eV: 1.450
Highest occupied orbital energy (alpha / beta) in eV: -20.455 / -20.484